Density functional theory data (wB97M-V/def2-TZVPD) for a 2-piece molecular cluster, C5H12Si2 overall at a distorted geometry.

Computed properties:
electronic energy = -21130.617 eV
energy relative to the best compared isomer or geometry (same formula, charge and spin) = 84.5 kcal per mole
F_max = 3.972 eV/Å
HOMO level = -8.865 eV
HOMO-LUMO gap = 7.76 eV
lowest unoccupied orbital energy = -1.1054 eV

Last column: Mulliken charge in e.
Element x y z (Å)
C: -1.970 3.954 0.112  0.349
C: -1.348 3.097 0.680  -0.555
C: 0.175 -2.821 -0.677  -1.141
C: -0.186 0.267 -1.454  -0.876
C: 1.474 -0.932 1.128  -0.856
Si: -0.386 2.026 1.836  -0.052
Si: -0.002 -0.991 -0.058  0.170
H: -2.266 4.822 -0.533  0.336
H: -0.730 -3.456 -0.764  0.330
H: 0.947 -3.006 -1.366  0.414
H: 0.615 -3.307 0.215  0.244
H: 0.110 0.069 -2.474  0.375
H: -1.274 0.612 -1.533  0.279
H: 0.320 1.111 -0.994  0.263
H: 1.404 0.012 1.788  0.207
H: 1.265 -1.679 1.825  0.324
H: 2.342 -1.112 0.560  0.291
H: 0.818 2.254 1.005  -0.031
H: -1.307 -0.918 0.705  -0.071

Density functional theory data (wB97M-V/def2-TZVPD) for a single C4H7N3 molecule.

Computed properties:
electronic energy = -8728.184 eV
energy relative to the best compared isomer or geometry (same formula, charge and spin) = 80.6 kcal per mole
F_max = 0.524 eV/Å
HOMO level = -6.767 eV
HOMO-LUMO gap = 7.54 eV
lowest unoccupied orbital energy = 0.7734 eV

Last column: Mulliken charge in e.
Element x y z (Å)
C: 2.341 0.189 0.649  -0.861
N: 1.360 -0.056 -0.615  -0.067
C: -0.058 -0.070 -0.346  0.218
N: -0.910 0.431 -1.224  -0.809
N: -2.105 0.253 -0.641  0.294
C: -2.021 -0.347 0.569  -0.621
C: -0.685 -0.578 0.802  -0.297
H: 1.673 -0.998 -0.822  0.389
H: 3.159 0.737 0.142  0.156
H: 1.804 0.943 1.246  0.132
H: 1.488 0.503 -1.470  0.365
H: -2.939 0.573 -1.111  0.221
H: -2.900 -0.559 1.163  0.432
H: -0.206 -1.020 1.659  0.446

Density functional theory data (wB97M-V/def2-TZVPD) for C25H39AsCl2NO4PS5W as an isolated structure at a distorted geometry.

Computed properties:
electronic energy = -187417.232 eV
spin multiplicity = 3
energy relative to the best compared isomer or geometry (same formula, charge and spin) = 58.4 kcal per mole
F_max = 1.402 eV/Å
net charge = -2
HOMO level (spin up / spin down) = -0.528 / -1.471 eV
HOMO-LUMO gap (spin up / spin down) = 4.61 / 5.50 eV
lowest unoccupied orbital energy (spin up / spin down) = 4.0840 / 4.0272 eV

Last column: Mulliken charge in e.
Element x y z (Å)
W: 0.997 -2.656 2.418  0.688
S: 3.660 -1.046 5.031  -0.417
As: 1.935 -0.775 3.737  0.526
S: 2.921 -2.774 1.244  -0.680
S: 0.103 -1.752 4.517  -0.491
S: 1.956 1.321 4.154  -0.541
O: 0.744 0.066 0.777  -0.008
P: 0.644 1.282 -0.082  0.206
C: 0.453 2.714 1.033  0.250
C: 0.696 4.147 0.522  -1.210
C: -0.564 4.844 0.022  -0.366
C: -1.638 4.846 1.110  -1.188
C: -1.973 3.417 1.540  0.022
C: -0.742 2.641 2.006  -0.798
C: -0.561 0.833 -1.399  1.166
C: -1.635 -0.159 -0.886  -0.727
C: -3.026 0.416 -0.648  -0.869
C: -3.495 1.234 -1.851  -1.068
C: -2.515 2.373 -2.129  -0.647
C: -1.102 1.855 -2.428  -0.873
C: 2.283 1.642 -0.842  -0.067
C: 3.163 0.380 -0.730  -1.173
C: 2.933 -0.599 -1.879  0.326
C: 3.166 0.088 -3.230  -1.214
C: 2.229 1.288 -3.397  -0.157
C: 2.395 2.282 -2.242  -1.429
H: 1.319 2.426 1.636  0.049
H: 1.468 4.162 -0.252  0.279
H: 1.091 4.730 1.366  0.538
H: -0.940 4.324 -0.865  0.096
H: -0.327 5.866 -0.286  0.371
H: -2.540 5.356 0.756  0.457
H: -1.263 5.411 1.974  0.419
H: -2.430 2.908 0.694  -0.260
H: -2.718 3.426 2.340  0.418
H: -0.980 1.592 2.202  0.172
H: -0.404 3.052 2.964  0.534
H: 0.141 0.181 -1.923  -0.149
H: -1.254 -0.648 0.013  -0.356
H: -1.731 -0.946 -1.641  0.722
H: -3.041 1.036 0.251  0.243
H: -3.706 -0.419 -0.460  0.455
H: -4.500 1.635 -1.685  0.472
H: -3.546 0.577 -2.730  0.400
H: -2.500 3.031 -1.259  0.027
H: -2.853 2.979 -2.974  0.507
H: -0.422 2.699 -2.546  0.124
H: -1.141 1.355 -3.403  0.583
H: 2.688 2.368 -0.133  0.772
H: 2.975 -0.126 0.215  0.218
H: 4.215 0.700 -0.728  0.601
H: 1.910 -0.992 -1.818  -0.404
H: 3.592 -1.460 -1.753  0.523
H: 3.023 -0.616 -4.056  0.457
H: 4.207 0.438 -3.277  0.358
H: 1.202 0.919 -3.429  -0.029
H: 2.409 1.800 -4.347  0.436
H: 1.698 3.117 -2.358  0.303
H: 3.402 2.713 -2.314  0.553
Cl: 0.210 -3.409 -1.292  -0.221
C: -1.326 -3.626 -0.524  0.969
C: -2.312 -4.249 -1.281  -0.438
C: -3.562 -4.529 -0.746  -0.417
C: -3.797 -4.192 0.573  -0.592
C: -2.812 -3.567 1.320  0.378
Cl: -3.174 -3.177 2.982  -0.242
C: -1.531 -3.201 0.831  -0.872
N: -0.661 -2.515 1.588  -0.053
H: -2.076 -4.530 -2.301  0.384
H: -4.329 -5.011 -1.343  0.343
H: -4.749 -4.411 1.041  0.370
C: 2.996 -6.006 2.441  -0.660
S: 1.583 -5.331 3.202  0.985
O: 1.038 -6.386 4.018  -0.638
O: 1.981 -4.096 3.930  -0.645
O: 0.680 -4.846 2.101  -0.517
H: 3.683 -6.288 3.241  0.307
H: 3.423 -5.247 1.789  0.127
H: 2.661 -6.883 1.886  0.281